No. 1
# C11H13N3OS2

C11H13N3OS2 in the gas phase in a non-equilibrium geometry (ωB97M-V/def2-TZVPD, the Open Molecules 2025 dataset).

As for the HOMO-LUMO gap: 8.990 eV. Its spin multiplicity is 1. Its energy above the lowest of the compared OMol25 structures with the same formula, charge and spin is 0.0945 eV. Its structure (SMILES) is CCCc1cc(C(=O)Nc2nnc(C)s2)cs1. The calculation puts the HOMO energy at -0.314 hartree.

```
30
Properties=species:S:1:pos:R:3:mulliken_charge:R:1
C 1.67 -2.18 3.15 -0.99
C 3.11 -2.03 2.67 -0.44
C 3.26 -2.41 1.19 -0.80
C 2.44 -1.54 0.31 0.64
C 1.38 -1.88 -0.47 -1.12
C 0.78 -0.77 -1.12 0.76
C -0.35 -0.91 -2.05 0.02
O -0.41 -1.72 -2.94 -0.60
N -1.39 0.01 -1.90 -0.08
C -1.72 0.75 -0.80 0.35
N -1.14 0.73 0.35 0.26
N -1.70 1.55 1.23 -0.83
C -2.70 2.21 0.81 0.51
C -3.48 3.18 1.61 -0.97
S -3.10 1.86 -0.88 -0.25
C 1.42 0.40 -0.84 -0.45
S 2.74 0.17 0.23 -0.19
H 1.01 -1.52 2.58 0.21
H 1.60 -1.92 4.20 0.35
H 1.33 -3.20 3.02 0.29
H 3.76 -2.67 3.26 0.34
H 3.44 -1.00 2.80 0.33
H 2.95 -3.45 1.04 0.36
H 4.32 -2.33 0.91 0.29
H 1.01 -2.89 -0.58 0.41
H -2.09 -0.04 -2.63 0.25
H -3.44 4.17 1.15 0.29
H -4.53 2.88 1.66 0.30
H -3.07 3.23 2.61 0.30
H 1.21 1.38 -1.21 0.47
```


No. 2
# C11H13NO2

C11H13NO2 in the gas phase in a non-equilibrium geometry (ωB97M-V/def2-TZVPD, the Open Molecules 2025 dataset).

As for the HOMO-LUMO gap: 8.521 eV. Its spin multiplicity is 1. Its energy above the lowest of the compared OMol25 structures with the same formula, charge and spin is 0.0000 eV. Its structure (SMILES) is O=C(O)Cc1ccc2c(c1)CCCN2. The calculation puts the HOMO energy at -0.282 hartree.

```
27
Properties=species:S:1:pos:R:3:mulliken_charge:R:1
O 3.28 -1.70 0.17 -0.60
C 3.33 -0.48 0.12 0.67
O 3.98 0.18 1.07 -0.46
C 2.64 0.40 -0.89 -0.82
C 1.16 0.61 -0.54 0.30
C 0.59 1.86 -0.30 -0.86
C -0.75 1.97 -0.01 -0.87
C -1.58 0.83 0.07 0.60
C -1.05 -0.42 -0.16 0.73
C 0.33 -0.50 -0.47 -0.54
C -1.92 -1.67 -0.15 -0.75
C -3.38 -1.34 -0.29 -0.66
C -3.74 -0.18 0.67 -0.65
N -2.92 0.97 0.31 -0.29
H 4.27 -0.46 1.72 0.34
H 2.75 -0.10 -1.87 0.30
H 3.16 1.36 -0.96 0.40
H 1.21 2.78 -0.26 0.28
H -1.14 2.98 0.10 0.30
H 0.76 -1.51 -0.61 0.38
H -1.73 -2.22 0.78 0.30
H -1.62 -2.31 -0.97 0.39
H -4.00 -2.22 -0.10 0.36
H -3.60 -0.92 -1.31 0.27
H -4.78 0.11 0.58 0.36
H -3.56 -0.47 1.72 0.29
H -3.17 1.85 0.77 0.24
```


No. 3
# C11H13NO4

C11H13NO4 in the gas phase in a non-equilibrium geometry (ωB97M-V/def2-TZVPD, the Open Molecules 2025 dataset).

As for the HOMO-LUMO gap: 8.669 eV. Its spin multiplicity is 1. Its energy above the lowest of the compared OMol25 structures with the same formula, charge and spin is 12.7610 eV. Its structure (SMILES) is CCOC[C@]1(c2ccncc2)COC(=O)O1. The calculation puts the HOMO energy at -0.339 hartree.

```
29
Properties=species:S:1:pos:R:3:mulliken_charge:R:1
C 3.18 -1.37 -0.12 -0.68
C 3.37 0.12 -0.83 -0.33
O 2.43 1.11 -0.27 -0.34
C 1.10 1.02 -0.95 -0.58
C -0.06 0.89 0.21 1.17
C -1.40 0.02 -0.15 0.18
C -2.90 0.36 0.51 -0.27
C -4.14 -0.60 0.06 -0.21
N -4.11 -1.78 -0.87 -0.47
C -2.75 -2.10 -1.43 -0.19
C -1.35 -1.29 -1.19 -0.37
C -0.27 2.28 1.07 -0.62
O -0.29 1.83 2.50 -0.31
C -0.17 0.35 2.53 0.52
O -0.66 -0.51 3.44 -0.52
O 0.58 0.09 1.28 -0.22
H 4.11 -2.05 -0.40 0.36
H 3.17 -1.29 1.06 0.19
H 2.22 -1.94 -0.52 0.14
H 3.26 0.05 -2.00 0.27
H 4.47 0.46 -0.54 0.27
H 1.10 0.07 -1.67 0.32
H 1.00 2.04 -1.55 0.20
H -2.99 1.27 1.27 0.22
H -5.21 -0.32 0.52 0.28
H -2.69 -3.04 -2.16 0.27
H -0.34 -1.64 -1.70 0.13
H -1.24 2.91 0.93 0.26
H 0.58 3.09 0.96 0.31
```


No. 4
# C11H13NO4

C11H13NO4 in the gas phase (ωB97M-V/def2-TZVPD, the Open Molecules 2025 dataset).

As for the HOMO-LUMO gap: 8.927 eV. Its spin multiplicity is 1. Its energy above the lowest of the compared OMol25 structures with the same formula, charge and spin is 1.3993 eV. Its structure (SMILES) is CCOc1cc(C=O)ccc1OCC(N)=O. The calculation puts the HOMO energy at -0.327 hartree.

```
29
Properties=species:S:1:pos:R:3:mulliken_charge:R:1
C 3.20 -0.50 1.76 -1.44
C 1.80 0.10 1.83 -0.40
O 1.26 0.06 0.53 -0.37
C 0.01 0.56 0.32 0.64
C -0.83 1.06 1.30 -0.32
C -2.11 1.51 0.98 0.15
C -2.97 2.02 2.05 -0.28
O -2.67 2.10 3.21 -0.51
C -2.55 1.46 -0.33 -0.99
C -1.72 0.97 -1.33 -0.59
C -0.44 0.53 -1.02 0.96
O 0.47 0.12 -1.95 -0.54
C 0.07 -0.82 -2.92 -0.35
C 0.20 -2.27 -2.42 0.45
N 0.92 -2.39 -1.29 -0.26
O -0.31 -3.19 -3.01 -0.64
H 3.80 0.06 1.05 0.32
H 3.67 -0.45 2.74 0.43
H 3.16 -1.53 1.44 0.32
H 1.84 1.13 2.19 0.40
H 1.17 -0.48 2.52 0.41
H -0.53 1.10 2.34 0.56
H -3.97 2.34 1.70 0.29
H -3.54 1.80 -0.58 0.35
H -2.06 0.96 -2.35 0.40
H -0.95 -0.67 -3.28 0.23
H 0.75 -0.70 -3.77 0.31
H 1.30 -1.57 -0.84 0.26
H 1.06 -3.30 -0.89 0.22
```


No. 5
# C11H14ClCoHoN2O6

C11H14ClCoHoN2O6 as an isolated structure in a non-equilibrium geometry (ωB97M-V/def2-TZVPD, the Open Molecules 2025 dataset).

Its total charge is -2. As for the HOMO-LUMO gap (spin up / spin down): 4.348 / 6.945 eV. Its spin multiplicity is 8. The calculation puts the HOMO energy (spin up / spin down) at -0.022 / -0.104 hartree.

```
36
Properties=species:S:1:pos:R:3:lowdin_spin:R:1
Ho -0.03 -0.86 -4.17 4.06
Cl 0.74 1.49 -4.04 0.00
C -1.14 -0.36 -6.33 -0.01
C 1.81 -1.16 -5.85 -0.01
H -0.77 -0.86 -7.25 0.00
H -2.25 -0.43 -6.43 0.00
H -0.85 0.68 -6.51 0.00
H 1.68 -1.54 -6.88 0.00
H 2.79 -1.61 -5.54 0.00
H 2.00 -0.09 -6.03 0.00
Co -0.21 -0.39 -0.98 2.07
C -1.70 0.54 -1.85 -0.08
C -0.56 -1.99 -1.95 -0.09
H -2.11 0.24 -2.83 0.00
H -2.50 0.52 -1.10 0.00
H -1.44 1.60 -1.92 0.00
H -0.36 -2.86 -1.30 0.00
H -1.64 -2.09 -2.11 0.01
O 0.79 -1.08 0.60 0.01
C 0.44 -0.02 1.23 0.00
O -0.10 0.88 0.48 0.03
C 0.56 0.24 2.70 0.02
C -0.10 1.40 3.14 0.19
C -0.29 1.63 4.52 0.02
C 0.27 0.76 5.47 0.01
C 1.06 -0.32 5.02 0.06
C 1.23 -0.57 3.63 0.17
N 1.66 -1.21 6.00 0.17
O 1.48 -0.96 7.21 0.17
O 2.30 -2.20 5.60 0.14
N -1.14 2.72 4.95 0.02
O -1.71 3.42 4.08 0.00
O -1.30 2.90 6.17 0.04
H -0.54 2.06 2.41 0.01
H 0.12 0.94 6.52 0.00
H 1.83 -1.42 3.32 0.01
```


No. 6
# C11H14ClN3O3PdS2

C11H14ClN3O3PdS2 as an isolated structure in a non-equilibrium geometry (ωB97M-V/def2-TZVPD, the Open Molecules 2025 dataset).

As for the HOMO-LUMO gap (spin up / spin down): 7.304 / 5.374 eV. Its spin multiplicity is 3. Its energy above the lowest of the compared OMol25 structures with the same formula, charge and spin is 0.6515 eV. The calculation puts the HOMO energy (spin up / spin down) at -0.301 / -0.297 hartree.

```
35
Properties=species:S:1:pos:R:3:lowdin_spin:R:1
Pd 0.25 -1.09 1.55 1.45
S 2.51 -0.30 1.04 0.14
C 2.04 0.27 -0.49 0.02
N 1.27 -0.45 -1.31 0.01
C 0.82 -0.05 -2.48 0.00
C 1.04 1.27 -2.87 0.01
C 1.97 1.92 -2.05 0.00
N 2.44 1.48 -0.90 0.01
H 1.10 -1.45 -1.06 0.00
H 0.32 -0.80 -3.11 0.00
H 0.84 1.74 -3.86 0.00
H 2.33 2.91 -2.33 0.00
S -4.24 -2.15 1.27 0.08
C -2.81 -1.73 1.84 0.03
N -1.71 -1.45 2.21 0.08
C -1.03 3.36 0.67 0.00
C -2.29 2.61 0.21 0.00
C -2.04 1.09 0.46 0.00
O -0.62 0.98 0.57 0.05
C -0.20 2.22 1.19 0.00
H -1.16 4.11 1.46 0.00
H -0.62 3.85 -0.22 0.00
H -2.46 2.88 -0.85 0.00
H -3.15 2.96 0.80 0.00
H -2.38 0.47 -0.38 0.00
H -2.44 0.76 1.42 0.00
H 0.86 2.23 1.09 0.00
H -0.39 2.19 2.28 0.00
Cl 2.77 -4.89 -0.94 0.00
C 1.55 -4.84 0.39 0.00
C 1.10 -3.50 0.89 0.00
O 0.61 -2.67 -0.02 0.01
O 1.05 -3.21 2.08 0.08
H 1.96 -5.34 1.30 0.00
H 0.68 -5.39 0.14 0.00
```


No. 7
# C11H14InNO7P2S5

C11H14InNO7P2S5 as an isolated structure (ωB97M-V/def2-TZVPD, the Open Molecules 2025 dataset).

As for the HOMO-LUMO gap: 6.986 eV. Its spin multiplicity is 1. Its energy above the lowest of the compared OMol25 structures with the same formula, charge and spin is 0.0000 eV. The calculation puts the HOMO energy at -0.264 hartree.

```
41
Properties=species:S:1:pos:R:3:mulliken_charge:R:1
In 0.56 0.02 -0.55 1.72
C 4.07 -1.16 2.97 -1.60
C 3.14 -0.18 2.29 1.04
O 3.34 1.13 2.78 -0.58
P 1.37 -0.61 2.60 0.40
O 1.10 -2.16 2.45 -0.57
O 1.19 -0.37 4.15 -0.53
O 0.43 0.22 1.78 -0.39
P 3.18 -0.24 0.47 0.65
O 4.71 -0.37 0.08 -0.54
O 2.37 -1.44 0.03 -0.80
O 2.56 1.05 -0.03 -0.84
H 3.96 -1.09 4.06 0.43
H 5.10 -0.93 2.71 0.37
H 3.84 -2.18 2.66 0.38
H 3.11 1.76 2.08 0.38
H 1.18 -2.46 1.52 0.44
H 0.32 -0.65 4.47 0.36
H 4.83 -0.63 -0.85 0.41
S -2.94 -3.44 -5.80 -0.25
C -2.13 -2.66 -4.61 0.10
S -2.38 -2.96 -2.92 -0.10
C -1.29 -1.74 -2.29 0.19
C -0.62 -1.02 -3.21 0.24
S 0.57 0.25 -2.99 -0.43
S -0.96 -1.42 -4.89 -0.10
S -1.23 -1.64 -0.54 -0.47
N -0.54 2.09 -0.22 -0.47
C -1.94 1.92 -0.46 0.49
C -2.46 2.09 -1.73 -0.31
C -3.80 1.83 -1.97 -0.63
C -4.62 1.40 -0.94 -0.51
C -4.10 1.24 0.33 -0.60
C -2.76 1.49 0.58 -0.31
H -0.12 2.79 -0.82 0.32
H -0.33 2.29 0.75 0.29
H -1.81 2.40 -2.54 0.33
H -4.20 1.96 -2.97 0.40
H -5.66 1.19 -1.13 0.40
H -4.74 0.90 1.14 0.38
H -2.33 1.33 1.56 0.33
```


No. 8
# C11H14N

An isolated ion of composition C11H14N and charge +1 in a non-equilibrium geometry (ωB97M-V/def2-TZVPD, the Open Molecules 2025 dataset).

Its total charge is +1. As for the HOMO-LUMO gap: 8.778 eV. Its spin multiplicity is 1. Its energy above the lowest of the compared OMol25 structures with the same formula, charge and spin is 1.3010 eV. Its structure (SMILES) is CC1=C(C)[C@H](C)[n+]2ccccc21. The calculation puts the HOMO energy at -0.469 hartree.

```
26
Properties=species:S:1:pos:R:3:mulliken_charge:R:1
C 1.24 2.47 -0.10 -1.30
C 0.70 1.10 0.07 0.05
C 1.44 -0.03 0.29 0.43
C 2.91 0.00 0.31 -1.59
C 0.45 -1.33 0.54 0.04
C 0.62 -2.14 -0.69 -1.22
N -0.87 -0.67 0.40 0.06
C -2.07 -1.27 0.37 0.03
C -3.22 -0.56 0.08 -0.67
C -3.12 0.84 -0.21 -0.23
C -1.90 1.41 -0.12 -0.78
C -0.72 0.62 0.12 0.89
H 2.39 2.25 -0.26 0.27
H 1.14 2.96 0.81 0.33
H 0.80 2.92 -0.89 0.48
H 3.25 0.33 1.32 0.29
H 3.25 0.67 -0.57 0.48
H 3.19 -1.01 0.06 0.35
H 0.76 -1.84 1.50 0.35
H -0.08 -2.99 -0.68 0.41
H 1.68 -2.59 -0.82 0.35
H 0.26 -1.67 -1.63 0.40
H -2.04 -2.20 0.87 0.48
H -4.10 -1.24 -0.13 0.35
H -4.03 1.41 -0.51 0.40
H -1.93 2.54 -0.13 0.35
```